Entry a
Formula: C3H6N2S
Source: OMol25
Level of theory: wB97M-V/def2-TZVPD

Calculated values
HOMO level (eV): -8.45
LUMO level (eV): 0.7
HOMO-LUMO gap (eV): 9.118
SMILES: NN1CCC1=S

Structure (XYZ):
```
12
C3H6N2S (wB97M-V/def2-TZVPD)
S -2.067 -1.048 1.109
N 0.856 -1.733 -0.350
N 0.194 -0.509 -0.271
C -0.589 1.302 0.220
C -0.827 -0.170 0.470
C 0.720 0.843 -0.502
H -0.433 1.821 1.159
H 0.915 -2.007 0.688
H 1.673 0.894 0.061
H 0.118 -2.376 -0.656
H -1.300 1.886 -0.407
H 0.739 1.098 -1.520
```

***

Entry b
Formula: C3H6N2S
Source: OMol25
Level of theory: wB97M-V/def2-TZVPD

Calculated values
HOMO level (eV): -7.91
LUMO level (eV): 1.0
HOMO-LUMO gap (eV): 8.927
SMILES: C=CS/C=N/N

Structure (XYZ):
```
12
C3H6N2S (wB97M-V/def2-TZVPD)
S 0.506 0.768 -0.831
N -1.183 -0.932 0.194
N -2.318 -1.662 0.388
C 1.375 0.326 0.678
C 2.382 1.091 1.130
C -0.944 -0.253 -0.853
H 2.727 1.925 0.551
H -2.383 -1.866 1.367
H -3.171 -1.275 0.023
H 2.868 0.902 2.078
H 1.114 -0.572 1.204
H -1.622 -0.219 -1.731
```

***

Entry c
Formula: C3H6N2S
Source: OMol25
Level of theory: wB97M-V/def2-TZVPD

Calculated values
HOMO level (eV): -8.51
LUMO level (eV): 0.3
HOMO-LUMO gap (eV): 8.830

Structure (XYZ):
```
12
C3H6N2S (wB97M-V/def2-TZVPD)
S 1.607 -0.545 -0.156
N -2.038 -0.363 0.178
N -0.729 0.125 0.016
C 0.039 -0.864 0.040
C -3.016 0.562 -0.099
C 2.004 1.281 0.194
H -0.309 -1.897 0.553
H -4.083 0.186 0.057
H 1.403 1.801 -0.607
H -2.563 1.749 -0.786
H 1.804 1.450 1.275
H 3.243 1.225 -0.171
```

***

Which is most stable, and by how much? entry a, by 8.7 kcal/mol.

***

Entry a
Formula: C3H6N2S
Source: OMol25
Level of theory: wB97M-V/def2-TZVPD

Calculated values
HOMO level (eV): -8.26
LUMO level (eV): 0.7
HOMO-LUMO gap (eV): 8.980
SMILES: S=CNN1CC1

Structure (XYZ):
```
12
C3H6N2S (wB97M-V/def2-TZVPD)
S -2.799 -0.648 -0.219
N -0.508 0.849 -0.229
N 0.274 -0.105 -0.748
C -1.835 0.681 0.095
C 1.534 -0.102 -0.036
C 0.718 -1.291 0.132
H 1.594 0.636 0.774
H 2.414 -0.030 -0.752
H -2.256 1.606 0.600
H 0.870 -2.180 -0.448
H 0.146 -1.282 1.116
H -0.152 1.866 -0.284
```

***

Entry b
Formula: C3H6N2S
Source: OMol25
Level of theory: wB97M-V/def2-TZVPD

Calculated values
HOMO level (eV): -8.89
LUMO level (eV): 0.7
HOMO-LUMO gap (eV): 9.618
SMILES: [H]/N=C1\NCCS1

Structure (XYZ):
```
12
C3H6N2S (wB97M-V/def2-TZVPD)
S 1.045 1.476 -0.245
N -0.726 -0.463 -0.361
N -1.183 1.490 -1.706
C 0.070 -0.737 0.798
C 1.398 -0.061 0.571
C -0.516 0.810 -0.870
H -0.368 -0.364 1.749
H 2.027 -0.645 -0.091
H 0.093 -1.843 0.842
H -1.742 -0.699 -0.256
H 1.948 0.080 1.500
H -2.048 0.956 -1.931
```

***

Which is most stable, and by how much? entry b, by 66.4 kcal/mol.